1.
68
Properties=species:S:1:pos:R:3 method="wB97M-V/def2-TZVPD" gap_ev=7.858 relative_energy_ev=0.000 charge=+1 spin_multiplicity=1 energy_ev=-49410.4569
Au 0.2023 -0.2474 0.1586
C -0.2366 3.3125 0.6352
C -1.3208 2.6029 -0.1062
C -2.5121 3.1012 -0.6380
C -3.1415 2.0155 -1.2164
C -4.4508 1.9663 -1.9328
N -2.3599 0.9325 -1.0358
N -1.2381 1.3027 -0.3495
B -2.6370 -0.5255 -1.5056
N -1.5432 -1.0029 -2.4957
N -0.2295 -0.9604 -2.1574
C 0.4571 -1.2742 -3.2492
C 1.9515 -1.2597 -3.2439
C -0.4176 -1.5554 -4.3077
C -1.6813 -1.3584 -3.7903
C -3.0054 -1.4760 -4.4715
N -2.7464 -1.4829 -0.2915
N -1.7813 -1.5127 0.6643
C -2.2218 -2.3020 1.6346
C -1.4097 -2.5273 2.8687
C -3.4911 -2.7984 1.3119
C -3.7915 -2.2509 0.0815
C -5.0280 -2.4093 -0.7408
H -0.4755 4.3685 0.7454
H 0.7140 3.2297 0.1061
H -0.1032 2.8862 1.6306
H -2.8705 4.1165 -0.6067
H -4.8902 2.9620 -1.9447
H -5.1515 1.2892 -1.4443
H -4.3342 1.6322 -2.9638
H -3.6850 -0.5370 -2.0830
H 2.3078 -0.7502 -2.3475
H 2.3445 -0.7182 -4.1046
H 2.3771 -2.2679 -3.2855
H -0.1686 -1.8353 -5.3182
H -2.8599 -1.8628 -5.4785
H -3.5053 -0.5101 -4.5479
H -3.6757 -2.1504 -3.9394
H -0.6289 -1.7692 2.9355
H -0.9557 -3.5231 2.8883
H -2.0263 -2.4429 3.7634
H -4.1152 -3.4523 1.8990
H -5.6656 -3.1675 -0.2895
H -4.8002 -2.7160 -1.7613
H -5.5954 -1.4798 -0.7972
C 4.2577 -3.3810 -0.0301
N 2.9160 -3.9164 0.4992
C 3.0239 -4.0780 2.0251
N 3.4253 -2.8613 2.6379
C 4.7030 -2.4163 2.0850
N 4.6323 -2.1864 0.6432
C 3.7819 -1.0329 0.3064
P 2.0389 -1.2879 0.8478
C 1.7914 -2.9813 0.1421
C 2.3953 -1.8109 2.5802
H 4.1273 -3.2241 -1.0997
H 4.9828 -4.1737 0.1517
H 2.7398 -4.8318 0.0829
H 3.7653 -4.8596 2.1889
H 2.0448 -4.4055 2.3707
H 5.4561 -3.1798 2.2834
H 5.0037 -1.4941 2.5780
H 3.8057 -0.8552 -0.7685
H 4.1828 -0.1408 0.7878
H 1.7133 -2.9175 -0.9433
H 0.8558 -3.3913 0.5262
H 1.4751 -2.1685 3.0417
H 2.7331 -0.9499 3.1576

***

2.
14
Properties=species:S:1:pos:R:3 method="wB97M-V/def2-TZVPD" smiles=OCC[C@H]1CO1 gap_ev=11.312 relative_energy_ev=2.090 charge=0 spin_multiplicity=1 energy_ev=-8371.1917
O 0.1645 -2.1710 -0.4656
C -1.0035 -1.4112 -0.2505
C -0.6802 -0.0981 0.4429
C 0.2899 0.7429 -0.3483
C 1.1377 1.7123 0.3289
O 1.6904 0.5009 -0.1698
H 0.8986 -1.5513 -0.5725
H -1.5291 -1.2137 -1.2002
H -1.6796 -2.0094 0.3710
H -1.5920 0.4915 0.5947
H -0.2477 -0.3104 1.4280
H 0.0353 0.9208 -1.3946
H 1.0860 1.7684 1.4150
H 1.4297 2.6284 -0.1789

***

3.
120
Properties=species:S:1:pos:R:3 method="wB97M-V/def2-TZVPD" gap_ev=7.540 relative_energy_ev=38.365 charge=0 spin_multiplicity=1 energy_ev=-67589.3363
C -2.8732 1.1010 0.0485
O -2.2913 1.8426 -0.7365
N -2.8055 1.1250 1.3633
C -3.7073 0.2788 2.1998
C -2.0828 2.0181 2.2050
H -3.6683 0.3980 -0.2446
H -4.2149 0.9237 2.9171
H -3.2405 -0.5203 2.7757
H -4.3037 -0.3610 1.5495
H -2.6673 2.9279 2.3417
H -1.9592 1.6021 3.2049
H -1.1415 2.3903 1.8007
C 3.9357 -1.6329 -1.0009
O 3.2632 -0.6076 -1.0221
N 3.4329 -2.7857 -0.5809
C 4.1970 -4.0522 -0.4240
C 1.9918 -2.9228 -0.0810
H 5.0010 -1.6801 -1.2749
H 5.1629 -3.9834 -0.9244
H 3.6330 -4.8192 -0.9546
H 4.3098 -4.1887 0.6515
H 1.9912 -3.1848 0.9770
H 1.4461 -1.9815 -0.0160
H 1.4247 -3.7280 -0.5481
C -0.3962 -0.4089 4.5547
O 0.7437 -0.6792 4.2084
N -1.5113 -0.9946 4.1146
C -2.8083 -0.7629 4.7535
C -1.5100 -1.9300 3.0460
H -0.6188 0.4194 5.2450
H -2.7138 -0.2885 5.7303
H -3.1717 -1.7208 5.1257
H -3.5980 -0.3012 4.1607
H -0.5194 -2.1372 2.6413
H -2.1411 -2.7481 3.3931
H -2.0713 -1.6203 2.1645
C 3.0336 2.1449 0.6932
O 2.4371 2.3140 1.7617
N 3.6602 3.1469 -0.0564
C 4.5091 2.9296 -1.2369
C 3.7121 4.6050 0.3231
H 3.1281 1.1686 0.1931
H 5.5191 3.2983 -1.0580
H 3.9711 3.3669 -2.0780
H 4.5921 1.9119 -1.6184
H 2.9894 5.0085 1.0323
H 4.6248 4.8666 0.8586
H 3.7152 5.2454 -0.5589
C -4.1981 -4.0031 -0.4159
O -4.4254 -4.9242 0.3996
N -3.5560 -2.8393 -0.0540
C -2.8851 -2.0581 -1.1061
C -3.1981 -2.5091 1.3095
H -4.5102 -4.0265 -1.4715
H -3.1082 -0.9957 -1.0077
H -3.2444 -2.4184 -2.0701
H -1.8049 -2.1495 -0.9927
H -3.2759 -1.4386 1.4996
H -3.9710 -2.9103 1.9650
H -2.1784 -2.7450 1.6138
C 1.2038 0.4182 -2.5783
O 0.0442 0.6838 -2.2547
N 1.5797 0.4003 -3.8595
C 2.9101 -0.2107 -4.1187
C 0.6819 0.6450 -4.9809
H 2.0177 0.1734 -1.8785
H 3.0764 -0.8931 -3.2852
H 3.7145 0.5225 -4.1774
H 2.8285 -0.7663 -5.0529
H -0.0930 1.3678 -4.7258
H 1.2066 1.0962 -5.8231
H 0.2512 -0.2862 -5.3489
C -3.1585 2.8659 -2.1572
O -3.5964 4.0611 -2.1313
N -2.2102 2.2722 -2.9130
C -1.6877 2.9501 -4.0443
C -1.9034 0.8255 -2.7749
H -3.5217 2.2048 -1.3552
H -2.4035 3.7303 -4.3030
H -1.6593 2.1781 -4.8133
H -0.7178 3.4218 -3.8863
H -2.4970 0.2033 -3.4447
H -0.8798 0.6045 -3.0772
H -2.0412 0.5504 -1.7292
C 0.0205 -4.2268 4.4451
O -0.8792 -5.0420 4.7561
N 0.4979 -4.0027 3.1984
C 1.3672 -2.9411 2.8075
C 0.0943 -4.9226 2.0958
H 0.5399 -3.5958 5.1829
H 1.2279 -2.7658 1.7407
H 2.4416 -3.0118 2.9767
H 1.0439 -2.0610 3.3635
H -0.4417 -4.3590 1.3321
H 0.9275 -5.4554 1.6374
H -0.6377 -5.6748 2.3897
C 1.1005 3.3850 -3.1858
O 1.8570 4.1471 -3.7923
N 0.8080 3.5827 -1.8409
C -0.1680 2.7468 -1.1473
C 1.4229 4.7071 -1.0887
H 0.5525 2.5411 -3.6325
H -0.5360 1.9654 -1.8121
H -0.8802 3.4452 -0.7079
H 0.2341 2.1720 -0.3130
H 0.6781 5.3077 -0.5666
H 2.0865 4.2302 -0.3675
H 2.0482 5.2980 -1.7580
C 0.4728 -0.8943 1.6593
O 0.3167 -2.0591 1.3339
N 0.1484 0.1364 0.8311
C 0.4715 1.5791 1.0232
C -0.5136 -0.0366 -0.4703
H 0.8594 -0.5119 2.6166
H 0.7798 1.6963 2.0621
H -0.3486 2.2844 0.8885
H 1.2937 1.7708 0.3338
H -1.1939 0.7187 -0.8636
H 0.2001 -0.1875 -1.2802
H -1.0906 -0.9602 -0.4237

***

4.
20
Properties=species:S:1:pos:R:3 method="wB97M-V/def2-TZVPD" gap_ev=8.573 relative_energy_ev=3.234 charge=+1 spin_multiplicity=1 energy_ev=-15839.8110
C -2.2271 -0.6919 -2.2523
C -2.4127 0.5976 -1.7916
C -0.4821 -0.9160 -0.9053
C -0.6691 0.3615 -0.4548
C 0.5506 -1.7514 -0.3076
C 1.2084 0.4004 0.7650
N -1.1751 -1.3917 -1.9056
N -1.4800 1.1519 -1.0533
N 1.4348 -0.9713 0.5555
N 2.2221 1.2686 0.6790
N 0.4674 0.7498 2.2576
O 0.6230 -2.9221 -0.5248
H -2.7994 -1.0220 -3.0709
H -3.2487 1.1744 -2.1230
H 1.8817 -1.5168 1.2617
H 2.1465 2.2586 0.6724
H 3.0875 0.7946 0.2841
H 1.0137 0.4003 3.1496
H -0.4268 0.3045 2.4199
H 0.2854 1.7209 2.3446

***

5.
95
Properties=species:S:1:pos:R:3 method="wB97M-V/def2-TZVPD" gap_ev=8.139 charge=+1 spin_multiplicity=1 energy_ev=-102793.3868
C 0.5433 -0.7167 8.1056
C 0.4621 -0.5923 6.9173
N 0.3583 -0.9276 5.5665
C -0.6808 -1.6654 4.9957
P -2.2073 -2.3551 5.8268
C -2.6769 -1.1098 7.1350
C -3.5627 -2.5137 4.5360
C -4.9971 -2.5299 5.1522
C -0.2725 -1.7391 3.6558
C -0.9544 -2.4449 2.4971
C -0.4194 -3.9009 2.3449
O 0.5738 -4.1507 1.7532
Cl -1.3054 -5.2681 3.1024
N 0.9380 -1.0543 3.5377
C 1.6474 -0.9683 2.2579
C 0.9405 0.1368 1.3867
O 0.3826 1.0053 1.9644
I 0.9954 0.0148 -0.7708
C 1.3210 -0.5300 4.7134
C 2.5619 0.3041 4.9461
C 2.2486 1.8675 5.0058
C 2.9407 2.4141 6.3022
O 2.1735 1.9977 7.4306
H 0.6321 -0.8892 9.1727
H -2.2590 -1.4807 8.0906
H -3.7575 -0.9167 7.2183
H -2.1644 -0.1428 6.9459
H -3.4126 -3.4977 4.0429
H -3.4742 -1.7556 3.7346
H -5.0535 -2.2045 6.2048
H -5.6707 -1.8731 4.5659
H -5.4644 -3.5335 5.1062
H -0.6267 -1.9373 1.5644
H -2.0512 -2.4060 2.5139
H 1.5811 -1.9425 1.7363
H 2.7055 -0.6976 2.4163
H 3.1092 0.0104 5.8584
H 3.2677 0.1841 4.1015
H 2.7290 2.3764 4.1439
H 1.1618 2.0642 4.9771
H 3.9542 1.9686 6.3556
H 3.0394 3.5177 6.2755
H 1.2351 2.1026 7.2276
O 3.9663 3.4835 -5.7567
P 4.3646 4.1382 -4.4667
O 3.3608 5.4512 -4.4538
C 2.0121 5.3644 -4.9026
C 1.0560 5.2784 -3.7268
O 5.7565 4.8480 -4.9504
C 6.5269 4.3021 -6.0222
C 6.2874 5.0971 -7.2890
O 4.8670 4.4758 -2.9119
C 3.9902 4.2088 -1.8237
C 3.5180 2.7692 -1.7943
H 1.8513 4.5176 -5.5700
H 1.8080 6.2731 -5.4725
H 1.2051 4.3456 -3.1754
H 0.0207 5.3113 -4.0699
H 1.2206 6.1035 -3.0312
H 6.3101 3.2436 -6.1688
H 7.5788 4.3779 -5.7367
H 5.2292 5.1096 -7.5539
H 6.8524 4.6793 -8.1238
H 6.5899 6.1361 -7.1460
H 3.1479 4.9041 -1.8476
H 4.5485 4.4241 -0.9105
H 2.9372 2.5220 -2.6907
H 2.8925 2.5895 -0.9191
H 4.3699 2.0863 -1.7648
O -4.9010 -1.9847 -3.1699
P -4.0259 -3.1997 -3.0698
O -3.0734 -3.0169 -4.4077
C -2.5938 -1.7388 -4.8129
C -1.1452 -1.5495 -4.3992
O -5.0761 -4.3269 -3.6167
C -6.4866 -4.1515 -3.4718
C -7.0898 -3.7003 -4.7858
O -3.0945 -4.4843 -2.5520
C -1.8040 -4.2318 -2.0100
C -1.8402 -3.2580 -0.8503
H -3.1991 -0.9239 -4.4154
H -2.6696 -1.7014 -5.9013
H -1.0558 -1.5258 -3.3082
H -0.7515 -0.6119 -4.7960
H -0.5262 -2.3713 -4.7639
H -6.7199 -3.4549 -2.6659
H -6.9064 -5.1201 -3.1906
H -6.6290 -2.7753 -5.1355
H -8.1645 -3.5404 -4.6866
H -6.9169 -4.4515 -5.5585
H -1.1319 -3.8861 -2.7986
H -1.4144 -5.1910 -1.6644
H -2.2108 -2.2757 -1.1664
H -0.8411 -3.1299 -0.4287
H -2.5120 -3.6188 -0.0662

***

6.
11
Properties=species:S:1:pos:R:3 method="wB97M-V/def2-TZVPD" smiles=Oc1cc[nH]c1 gap_ev=9.106 relative_energy_ev=3.164 charge=0 spin_multiplicity=1 energy_ev=-7763.3628
O 2.2210 0.1023 -0.3180
C 0.8793 0.0473 -0.1745
C 0.1397 1.1373 0.4390
C -1.2017 0.6796 0.3101
N -1.2183 -0.5555 -0.2144
C 0.0596 -1.0065 -0.4832
H 2.4493 1.0429 -0.2308
H 0.5952 0.5078 1.3070
H -2.1431 1.1761 0.5367
H -2.0408 -1.1264 -0.3446
H 0.2599 -2.0050 -0.8273

***

7.
94
Properties=species:S:1:pos:R:3 method="wB97M-V/def2-TZVPD" gap_ev=5.785 relative_energy_ev=4.193 charge=-2 spin_multiplicity=1 energy_ev=-136285.2928
Sn 1.8968 1.8652 -0.5987
C -1.7686 0.8543 1.9087
C -2.0637 -0.1425 0.7847
C -2.3855 0.6157 -0.5101
Sb -2.5178 -0.4596 -2.4189
C -4.2674 -1.6425 -1.8672
C -4.3123 -2.3908 -0.6928
C -5.4110 -3.1827 -0.3923
C -6.4910 -3.2310 -1.2635
C -6.4637 -2.4868 -2.4330
C -5.3557 -1.7042 -2.7322
C -1.1294 -2.1066 -2.4257
C 0.3006 -1.7845 -2.7892
C 1.1806 -2.9932 -3.1946
C 0.5793 -4.3401 -3.0135
C -0.6653 -4.5091 -2.5711
C -1.5493 -3.3745 -2.3430
Sb -0.6767 0.1860 3.6866
C -2.4187 -0.8150 4.6322
C -3.7208 -0.8982 4.1483
C -4.6938 -1.6336 4.8142
C -4.3841 -2.2952 5.9931
C -3.0973 -2.2030 6.5074
C -2.1366 -1.4657 5.8327
C -0.0502 -1.7454 2.9585
C -0.9745 -2.7215 2.6023
C -0.5501 -3.9441 2.1013
C 0.8050 -4.2090 1.9797
C 1.7312 -3.2502 2.3584
C 1.3079 -2.0186 2.8356
H -2.6874 1.3330 2.2574
H -1.1198 1.6426 1.5234
H -2.9157 -0.7644 1.0726
H -1.1967 -0.7775 0.6163
H -1.6146 1.3654 -0.6966
H -3.3455 1.1333 -0.4144
H -3.4677 -2.3679 -0.0153
H -5.4233 -3.7689 0.5186
H -7.3450 -3.8577 -1.0376
H -7.3065 -2.5194 -3.1141
H -5.3336 -1.1370 -3.6567
H 0.3208 -0.9992 -3.5544
H 1.6298 -2.9039 -4.1866
H 1.2283 -5.1816 -3.2263
H -1.0719 -5.5039 -2.4262
H -2.5835 -3.6008 -2.1171
H -3.9823 -0.3874 3.2273
H -5.6963 -1.7049 4.4061
H -5.1384 -2.8807 6.5059
H -2.8461 -2.7168 7.4285
H -1.1304 -1.3972 6.2364
H -2.0351 -2.5296 2.7142
H -1.2787 -4.6901 1.8030
H 1.1382 -5.1566 1.5759
H 2.7906 -3.4515 2.2628
H 2.0336 -1.2549 3.0835
O 4.7573 1.7253 2.0870
C 3.6226 2.1694 1.9967
O 2.6139 1.4953 1.5176
C 3.2990 3.5282 2.5685
C 4.0849 3.9193 3.6522
C 3.8473 5.0894 4.3482
C 2.7900 5.8998 3.9516
C 2.0192 5.5435 2.8641
C 2.2572 4.3677 2.1326
S 1.2437 4.1428 0.7118
H 4.8972 3.2623 3.9345
H 4.4750 5.3636 5.1875
H 2.5786 6.8201 4.4856
H 1.2065 6.1768 2.5323
C -1.7806 4.8001 -3.4946
C -0.7892 3.9818 -2.8238
N -0.0123 3.3255 -2.2967
H -2.1664 5.5448 -2.7997
H -2.5985 4.1686 -3.8395
H -1.3223 5.2992 -4.3471
S 2.4761 -2.6676 -1.9288
C 1.1653 -1.2696 -1.6441
N 1.1479 -0.3523 -0.8608
F 4.7887 -0.0068 -1.2721
C 4.9828 0.4013 -2.5253
F 6.3041 0.5467 -2.7152
F 4.5477 -0.5435 -3.3432
S 4.1401 2.0390 -2.7963
O 4.2285 2.6865 -1.5137
O 2.8257 1.7107 -3.2735
N 5.0291 2.8128 -3.8355
S 4.8967 2.4067 -5.3604
O 3.8702 3.0860 -6.0930
O 5.1130 1.0189 -5.6440
C 6.4730 3.2380 -5.9367
F 7.5452 2.8524 -5.2386
F 6.7148 2.9483 -7.2270
F 6.3872 4.5727 -5.8448

***

8.
9
Properties=species:S:1:pos:R:3 method="wB97M-V/def2-TZVPD" smiles="O=C=CCO" gap_ev=9.838 relative_energy_ev=2.959 charge=0 spin_multiplicity=1 energy_ev=-7267.7272
O 0.9505 -1.8293 -0.8249
C 0.2802 -0.8250 -0.8994
C -0.7273 -0.0029 -0.6977
C -0.2446 0.7908 0.5031
O 1.1198 0.2744 0.5515
H -1.7307 -0.0496 -1.0736
H -0.7940 0.5405 1.4178
H -0.1642 1.8650 0.3238
H 1.3103 -0.7639 0.6994

***

9.
9
Properties=species:S:1:pos:R:3 method="wB97M-V/def2-TZVPD" smiles=N#[N+]CC(F)(F)F gap_ev=11.890 relative_energy_ev=0.079 charge=+1 spin_multiplicity=1 energy_ev=-13228.9986
N -0.9503 2.5506 0.1768
N -0.4646 1.5898 0.0233
C 0.0824 0.4219 -0.0233
C 1.8445 0.3389 -0.0736
F 2.3654 1.0084 -1.0292
F 2.1497 -0.9762 -0.0811
F 2.1418 0.8236 1.0852
H -0.3724 0.0695 -0.9284
H -0.1661 -0.2810 0.8608

***

Copy entry 1 word for word.
68
Properties=species:S:1:pos:R:3 method="wB97M-V/def2-TZVPD" gap_ev=7.858 relative_energy_ev=0.000 charge=+1 spin_multiplicity=1 energy_ev=-49410.4569
Au 0.2023 -0.2474 0.1586
C -0.2366 3.3125 0.6352
C -1.3208 2.6029 -0.1062
C -2.5121 3.1012 -0.6380
C -3.1415 2.0155 -1.2164
C -4.4508 1.9663 -1.9328
N -2.3599 0.9325 -1.0358
N -1.2381 1.3027 -0.3495
B -2.6370 -0.5255 -1.5056
N -1.5432 -1.0029 -2.4957
N -0.2295 -0.9604 -2.1574
C 0.4571 -1.2742 -3.2492
C 1.9515 -1.2597 -3.2439
C -0.4176 -1.5554 -4.3077
C -1.6813 -1.3584 -3.7903
C -3.0054 -1.4760 -4.4715
N -2.7464 -1.4829 -0.2915
N -1.7813 -1.5127 0.6643
C -2.2218 -2.3020 1.6346
C -1.4097 -2.5273 2.8687
C -3.4911 -2.7984 1.3119
C -3.7915 -2.2509 0.0815
C -5.0280 -2.4093 -0.7408
H -0.4755 4.3685 0.7454
H 0.7140 3.2297 0.1061
H -0.1032 2.8862 1.6306
H -2.8705 4.1165 -0.6067
H -4.8902 2.9620 -1.9447
H -5.1515 1.2892 -1.4443
H -4.3342 1.6322 -2.9638
H -3.6850 -0.5370 -2.0830
H 2.3078 -0.7502 -2.3475
H 2.3445 -0.7182 -4.1046
H 2.3771 -2.2679 -3.2855
H -0.1686 -1.8353 -5.3182
H -2.8599 -1.8628 -5.4785
H -3.5053 -0.5101 -4.5479
H -3.6757 -2.1504 -3.9394
H -0.6289 -1.7692 2.9355
H -0.9557 -3.5231 2.8883
H -2.0263 -2.4429 3.7634
H -4.1152 -3.4523 1.8990
H -5.6656 -3.1675 -0.2895
H -4.8002 -2.7160 -1.7613
H -5.5954 -1.4798 -0.7972
C 4.2577 -3.3810 -0.0301
N 2.9160 -3.9164 0.4992
C 3.0239 -4.0780 2.0251
N 3.4253 -2.8613 2.6379
C 4.7030 -2.4163 2.0850
N 4.6323 -2.1864 0.6432
C 3.7819 -1.0329 0.3064
P 2.0389 -1.2879 0.8478
C 1.7914 -2.9813 0.1421
C 2.3953 -1.8109 2.5802
H 4.1273 -3.2241 -1.0997
H 4.9828 -4.1737 0.1517
H 2.7398 -4.8318 0.0829
H 3.7653 -4.8596 2.1889
H 2.0448 -4.4055 2.3707
H 5.4561 -3.1798 2.2834
H 5.0037 -1.4941 2.5780
H 3.8057 -0.8552 -0.7685
H 4.1828 -0.1408 0.7878
H 1.7133 -2.9175 -0.9433
H 0.8558 -3.3913 0.5262
H 1.4751 -2.1685 3.0417
H 2.7331 -0.9499 3.1576